No. 1
Below is C31H26GdN2P2S4Sb as an isolated structure, with properties calculated with ωB97M-V with the def2-TZVPD basis set.

XYZ file:
```
67
Properties=species:S:1:pos:R:3:forces:R:3:lowdin_charge:R:1
Gd -0.808958 0.924606 0.585604 -0.0893 -0.0376 0.1396 0.9494
C 1.083323 -1.125026 -1.550491 0.0261 0.0884 0.2093 -0.2937
P 1.912011 -0.574492 0.024875 0.1725 -0.2933 -0.5505 1.0190
C 2.521767 -2.186844 0.684506 -0.0928 0.0336 0.0495 -0.3620
C 3.159854 -3.117499 -0.138876 -0.0621 0.0071 -0.0518 -0.1092
C 3.623410 -4.318420 0.370215 0.0521 -0.0464 -0.0663 -0.0906
C 3.454376 -4.621086 1.715473 -0.0440 0.0465 0.0260 -0.0972
C 2.831722 -3.703491 2.544723 0.0453 -0.0909 -0.0060 -0.0827
C 2.371910 -2.495992 2.032727 0.0706 0.0704 0.0465 -0.1131
C 3.453765 0.089521 -0.738324 -0.0321 0.1742 0.1643 -0.3450
C 3.336666 1.118651 -1.676008 0.0217 -0.0582 -0.0142 -0.1116
C 4.459569 1.677738 -2.263805 0.0245 0.0113 -0.0336 -0.0807
C 5.724836 1.223703 -1.921703 0.0314 0.0185 -0.0003 -0.0996
C 5.856312 0.226777 -0.968335 0.0522 -0.0312 0.0474 -0.0955
C 4.732896 -0.327952 -0.371716 -0.1099 0.0356 0.0189 -0.0948
C -0.353433 -1.535858 -1.470412 0.0545 -0.1013 -0.1599 -0.3997
C -0.868141 -2.679891 -2.041561 0.1049 -0.0283 0.1430 -0.0768
C -2.269482 -2.528755 -2.045840 -0.0296 0.0675 0.0114 -0.0819
C -2.532886 -1.293875 -1.486943 -0.0732 -0.1386 -0.1285 -0.4284
C -3.919112 -0.709131 -1.426585 0.0181 0.1706 0.1192 -0.3372
P -4.352261 0.743920 -0.390267 0.4158 -0.1196 0.0732 1.0698
C -3.189175 2.055767 -0.979806 -0.2862 0.0418 -0.1593 -0.4468
C -2.499278 1.973536 -2.196177 -0.0771 0.0543 -0.0014 -0.1177
C -1.830664 3.078603 -2.700527 -0.0866 0.0492 -0.1227 -0.0880
C -1.842258 4.283895 -2.015929 0.0080 0.0319 -0.0380 -0.1081
C -2.537004 4.388309 -0.822935 -0.0242 -0.0194 0.0609 -0.0947
C -3.221756 3.291502 -0.322912 0.0082 -0.0243 -0.1159 -0.1919
C -3.678809 0.239498 1.254938 -0.3571 -0.1469 0.0737 -0.4551
C -3.264609 -1.072192 1.538990 -0.2448 -0.0065 0.0600 -0.1408
C -3.072129 -1.479573 2.850661 -0.1284 -0.1135 0.0408 -0.1403
C -3.264211 -0.597174 3.901060 -0.0030 0.0076 -0.0044 -0.1207
C -3.677522 0.698109 3.639985 -0.0489 0.0611 0.0113 -0.1151
C -3.906928 1.101664 2.335102 -0.0109 -0.1236 0.0008 -0.1732
N -1.369009 -0.673228 -1.100847 -0.0889 -0.1799 -0.2180 -0.0862
H 1.655260 -1.947748 -1.980636 -0.0239 0.0915 -0.0982 0.0734
H 1.170414 -0.266077 -2.220682 0.0506 -0.0324 -0.0580 0.0765
H 3.306852 -2.901190 -1.190524 0.0355 0.0098 0.0267 0.1028
H 4.127138 -5.021025 -0.282873 -0.0376 0.0020 -0.0164 0.0984
H 3.803982 -5.567794 2.108748 0.0238 0.0167 0.0043 0.0966
H 2.701427 -3.921510 3.597566 -0.0183 0.0107 -0.0095 0.1016
H 1.894435 -1.789713 2.694627 -0.0634 0.0732 -0.0054 0.0023
H 2.361272 1.504799 -1.935208 0.0243 -0.0149 -0.0308 0.0619
H 4.339801 2.480839 -2.979753 -0.0148 -0.0013 0.0114 0.1003
H 6.604652 1.656420 -2.381882 -0.0103 0.0035 0.0007 0.0960
H 6.839607 -0.123332 -0.677342 -0.0045 0.0168 -0.0007 0.0973
H 4.855713 -1.086379 0.388479 0.0156 -0.0721 0.0010 0.0976
H -0.292194 -3.508079 -2.428071 0.0128 0.0296 -0.0198 0.0916
H -2.999388 -3.221321 -2.439547 -0.0357 0.0237 0.0328 0.0924
H -4.618355 -1.482942 -1.094203 -0.0249 -0.0011 -0.0446 0.0797
H -4.253677 -0.436060 -2.434082 -0.0169 0.0039 0.0084 0.0773
H -2.507088 1.056588 -2.768984 0.1074 -0.0540 0.0918 0.0973
H -1.301245 3.002984 -3.642313 0.0333 -0.0390 0.0287 0.1099
H -1.298085 5.132234 -2.407386 0.0166 0.0049 0.0149 0.0910
H -2.547794 5.318192 -0.269784 0.0092 0.0115 -0.0200 0.1104
H -3.815012 3.406862 0.573765 0.0600 0.0034 0.0616 0.0771
H -3.139281 -1.798180 0.747250 0.1118 0.0511 -0.0401 0.0958
H -2.759745 -2.496662 3.050187 0.0491 0.0091 -0.0223 0.1080
H -3.070927 -0.901904 4.921025 0.0049 -0.0310 -0.0081 0.1085
H -3.821822 1.398803 4.451556 0.0225 0.0060 -0.0027 0.0970
H -4.315853 2.086462 2.156943 0.0879 0.0598 0.0131 0.0838
S -0.944673 2.028081 5.791402 0.2153 0.0291 0.0039 -0.2348
Sb 0.101683 1.989677 3.741317 -0.7595 -0.1816 0.1864 0.2254
S -0.105309 -0.244676 2.891555 0.3211 0.3917 0.2733 -0.1050
S -1.324704 3.079215 2.183751 0.4424 0.1278 0.1870 -0.1213
S 1.735788 4.699857 -1.524669 0.2752 0.5245 -0.2316 0.5584
C 1.027604 3.393613 -0.942069 -0.2671 -0.6559 0.2285 -0.9897
N 0.524734 2.404649 -0.547027 0.1407 0.1727 -0.1914 -0.1173
```
Positions in Å, forces in eV/Å.

* E_tot: -124843.689 eV
* lowest unoccupied orbital energy (spin up / spin down): 0.09218 / 0.01966 Eh
* total charge: -1
* gap between HOMO and LUMO (spin up / spin down): 7.54 / 5.57 eV
* maximum force: 0.80 eV Å⁻¹
* highest occupied orbital energy (spin up / spin down): -5.03 / -5.03 eV
* spin multiplicity: 7

No. 2
Below is C31H26N6O3SSrTe as an isolated structure, with properties calculated with ωB97M-V with the def2-TZVPD basis set.

XYZ file:
```
69
Properties=species:S:1:pos:R:3:forces:R:3:lowdin_charge:R:1
Sr 0.474016 0.055509 1.062476 0.0328 0.0335 0.1454 1.3087
O -0.927103 -0.562589 2.939970 -0.0050 -0.0084 0.0038 -0.2657
C -2.067008 -0.934969 3.356378 0.0217 0.0126 0.0060 -0.4070
C -2.300187 -1.160291 4.750333 -0.0053 -0.0045 0.0092 -0.0326
C -3.516644 -1.570469 5.236503 -0.0091 0.0010 -0.0356 -0.1377
C -4.602469 -1.793028 4.376208 0.0063 -0.0002 0.0459 -0.1570
C -4.410807 -1.582062 3.025918 -0.0099 -0.0021 -0.0269 -0.1000
C -3.189224 -1.158351 2.488458 0.0075 0.0180 -0.0424 -0.1554
C -3.138058 -0.985188 1.046110 -0.0531 -0.0158 0.0208 -0.1305
N -2.152265 -0.577660 0.336100 0.0611 0.0063 0.0315 -0.0502
N -2.446738 -0.567366 -1.029901 -0.0399 -0.0091 -0.0251 0.0263
C -1.409869 -0.194629 -1.745669 0.0110 -0.0247 0.0584 -0.5550
O -0.262079 0.156265 -1.349906 -0.0002 -0.0418 -0.0684 -0.1883
C -1.663254 -0.165917 -3.234810 0.0042 0.0189 -0.0303 -0.1410
C -0.628833 0.230397 -4.076799 0.0085 -0.0009 0.0237 -0.0311
C -0.814507 0.281514 -5.452151 -0.0019 0.0011 -0.0124 -0.1062
C -2.040332 -0.063726 -6.004115 0.0002 -0.0025 0.0062 -0.1305
C -3.078584 -0.461505 -5.168079 -0.0004 0.0036 -0.0230 -0.1138
C -2.891945 -0.512264 -3.795385 0.0025 -0.0008 0.0278 -0.0455
H -1.461172 -0.984269 5.413091 0.0056 0.0032 -0.0069 0.1039
H -3.636316 -1.723668 6.305044 -0.0078 -0.0022 0.0013 0.0832
H -5.561558 -2.118609 4.760234 -0.0021 -0.0010 -0.0064 0.0702
H -5.233984 -1.747002 2.334749 -0.0043 -0.0004 0.0082 0.0913
H -4.058071 -1.248165 0.509559 0.0030 0.0026 0.0025 0.1040
H 0.316510 0.490470 -3.617522 -0.0010 -0.0008 -0.0010 0.1116
H 0.002036 0.589698 -6.095392 -0.0002 0.0010 -0.0002 0.0893
H -2.187076 -0.025540 -7.077717 -0.0025 -0.0003 0.0004 0.0833
H -4.038784 -0.733949 -5.592224 -0.0008 -0.0002 0.0025 0.0864
H -3.685566 -0.818732 -3.127485 -0.0005 -0.0011 -0.0013 0.0955
O 2.820051 -0.404566 0.602892 0.0228 -0.0245 -0.0243 -0.2366
C 3.686323 -1.330051 0.522292 -0.0117 0.0591 -0.0011 -0.4008
C 5.076363 -1.058810 0.722022 0.0013 0.0218 -0.0053 -0.0256
C 6.040364 -2.032070 0.629464 -0.0210 -0.0180 -0.0043 -0.1331
C 5.701568 -3.358452 0.332362 0.0284 0.0157 0.0094 -0.1543
C 4.366399 -3.658013 0.134850 0.0002 -0.0253 -0.0069 -0.0921
C 3.360911 -2.692302 0.211764 -0.0251 -0.0363 -0.0222 -0.0957
C 1.975062 -3.082790 -0.054690 0.0601 0.0366 0.0306 -0.2810
N 0.862641 -2.554430 0.418212 -0.0457 0.0271 -0.0450 0.0535
C -0.177696 -3.278418 -0.117842 0.0195 -0.0038 0.0027 -0.1394
C 0.301961 -4.260539 -0.924267 0.0076 -0.0068 -0.0179 -0.1074
N 1.674444 -4.130278 -0.875174 -0.0153 -0.0156 0.0047 0.0841
H 5.331458 -0.033964 0.964628 0.0057 -0.0013 0.0031 0.0943
H 7.079615 -1.768393 0.800855 0.0032 -0.0011 0.0005 0.0853
H 6.457074 -4.132729 0.283705 -0.0025 -0.0024 -0.0006 0.0717
H 4.089183 -4.692040 -0.055963 -0.0100 0.0032 0.0068 0.0915
H -1.201383 -3.023598 0.100038 -0.0030 0.0042 0.0013 0.0905
H -0.186317 -5.003882 -1.529095 -0.0038 -0.0014 0.0051 0.0906
H 2.347977 -4.638474 -1.416647 -0.0043 0.0052 -0.0065 0.1346
Te 1.610229 2.027563 4.023797 0.0122 0.0026 -0.0383 0.4432
C 3.084226 3.396424 3.385213 -0.0613 -0.0581 0.0003 -1.1322
C 3.009651 4.760288 3.253353 0.0218 0.0032 0.0024 -0.3045
C 4.183527 5.359318 2.716877 0.0078 0.0233 -0.0088 -0.2520
C 5.160579 4.450487 2.436633 -0.0076 -0.0243 0.0073 -0.4775
S 4.629584 2.862017 2.835017 0.0067 0.0405 0.0016 0.8535
H 2.116282 5.309043 3.517558 -0.0049 -0.0027 0.0050 0.0794
H 4.292468 6.423355 2.542509 0.0055 -0.0014 -0.0019 0.0780
H 6.140404 4.634400 2.023563 0.0013 -0.0042 -0.0001 0.0365
C -1.660758 2.905501 -0.765523 0.0160 0.0056 0.0253 -0.0016
C -0.261350 3.317637 -0.471999 -0.0042 0.0448 -0.0004 -0.3906
N 0.629894 2.645960 0.211562 -0.0263 -0.0265 -0.0446 0.0393
C 1.786074 3.392918 0.197105 -0.0005 0.0173 0.0272 -0.1288
C 1.587172 4.538977 -0.503234 0.0258 -0.0071 0.0041 -0.0980
N 0.271180 4.485087 -0.922994 -0.0164 -0.0343 -0.0135 0.0770
H -1.963466 2.107703 -0.090460 0.0021 -0.0046 -0.0067 0.0709
H -1.746213 2.518348 -1.782405 -0.0053 0.0029 -0.0033 0.0783
H -2.345720 3.748506 -0.646756 -0.0136 -0.0122 0.0009 0.0761
H 2.673922 3.060880 0.708744 0.0064 -0.0054 0.0000 0.0815
H 2.233327 5.371874 -0.715341 -0.0110 0.0089 -0.0008 0.0954
H -0.216538 5.168500 -1.471200 0.0192 0.0105 0.0006 0.1401
```
Positions in Å, forces in eV/Å.

* E_tot: -66622.289 eV
* energy relative to the best compared isomer or geometry (same formula, charge and spin): 0.0 kcal/mol
* lowest unoccupied orbital energy: 0.15854 Eh
* total charge: -2
* gap between HOMO and LUMO: 5.39 eV
* maximum force: 0.15 eV Å⁻¹
* highest occupied orbital energy: -1.08 eV
* spin multiplicity: 1

Q: The highest maximum force belongs to which entry?
A: C31H26GdN2P2S4Sb